No. 1
Below is a structure of composition C34H52BF4MnN4P in a non-equilibrium geometry, with properties calculated with ωB97M-V with the def2-TZVPD basis set.

**2S+1**: 6
**Highest occupied orbital energy (spin up / spin down)**: -6.437 / -6.502 eV

Geometry (Å):
Mn: 0.28517 -0.43622 0.53090
C: 3.75587 -0.12752 2.30520
C: 4.04037 -0.69392 0.91540
C: 4.18917 -2.20972 1.01400
P: 2.65897 -0.14222 -0.22650
C: 3.44117 -0.27422 -1.93130
C: 2.67787 0.65948 -2.86470
C: 3.39777 -1.69212 -2.48910
C: 2.79187 1.66778 -0.00390
C: 4.00017 2.34848 -0.01950
C: 4.07167 3.72128 0.16100
C: 5.38527 4.44088 0.19720
C: 2.87757 4.41928 0.34100
C: 1.66817 3.77228 0.35810
C: 1.57837 2.36928 0.20210
N: 0.40467 1.70458 0.26950
C: -0.76923 2.45638 0.19830
C: -1.60723 2.58258 1.32120
C: -1.22903 1.94348 2.62030
C: -2.77053 3.32478 1.21860
C: -3.13413 3.95708 0.03870
C: -4.36383 4.81268 -0.02310
C: -2.30793 3.81308 -1.06950
C: -1.13523 3.08138 -1.00990
C: -0.26453 2.92518 -2.22020
H: 4.60477 -0.30582 2.96310
H: 2.88687 -0.61712 2.73910
H: 3.56667 0.94388 2.27360
H: 4.97477 -0.26932 0.52930
H: 3.22377 -2.67322 1.20450
H: 4.84457 -2.44792 1.85000
H: 4.62217 -2.64322 0.11490
H: 4.48227 0.05268 -1.84890
H: 1.62327 0.37698 -2.86480
H: 3.05267 0.58968 -3.88410
H: 2.75137 1.69138 -2.52640
H: 2.38947 -1.91562 -2.83490
H: 3.67757 -2.43182 -1.74420
H: 4.07527 -1.78822 -3.33880
H: 4.91867 1.79848 -0.16610
H: 6.19037 3.80828 -0.16820
H: 5.61987 4.73688 1.22060
H: 5.35047 5.34628 -0.40710
H: 2.90697 5.49188 0.47290
H: 0.75727 4.33218 0.51130
H: -0.17293 2.09758 2.84140
H: -1.40083 0.86318 2.58860
H: -1.81953 2.34848 3.43920
H: -3.39843 3.43478 2.09230
H: -5.07663 4.52768 0.74840
H: -4.84433 4.74508 -0.99740
H: -4.08903 5.85408 0.14440
H: -2.58233 4.29448 -1.99910
H: -0.78023 3.26438 -3.11490
H: 0.00877 1.87478 -2.33170
H: 0.65867 3.49748 -2.11430
F: 1.27017 -1.95672 4.26890
B: 0.51437 -0.83152 4.10670
F: 0.39887 -0.64272 2.61250
F: -0.75883 -1.00062 4.55500
F: 1.11487 0.28428 4.58680
C: -5.66673 -1.94872 -2.20270
C: -5.11603 -2.16912 -0.79240
N: -4.14593 -1.17032 -0.38780
C: -4.68113 0.06388 0.15870
C: -4.80903 1.16748 -0.88540
C: -2.81593 -1.34522 -0.57300
C: -2.35863 -2.60132 -1.25640
N: -1.89493 -0.51482 -0.22050
H: -6.22753 -2.82522 -2.52200
H: -4.85643 -1.77652 -2.90700
H: -6.32923 -1.08762 -2.23190
H: -4.66773 -3.16122 -0.72340
H: -5.94573 -2.13812 -0.08250
H: -4.05313 0.40298 0.98800
H: -5.66763 -0.15922 0.56840
H: -3.84173 1.41528 -1.31040
H: -5.21683 2.05748 -0.41770
H: -5.47003 0.86268 -1.69130
H: -2.48693 -3.47172 -0.61060
H: -1.29653 -2.48342 -1.47150
H: -2.89653 -2.76292 -2.18940
H: -2.26013 0.35588 0.17060
C: 0.38007 -7.13682 0.33430
C: 0.47597 -5.64462 0.36450
C: 0.37857 -4.92472 1.55050
C: 0.50167 -3.54612 1.53410
N: 0.71047 -2.84232 0.42030
C: 0.80967 -3.53292 -0.71940
C: 0.69007 -4.90582 -0.79830
H: 0.19397 -7.53262 1.33050
H: 1.30917 -7.56482 -0.04360
H: -0.42373 -7.45422 -0.33060
H: 0.22517 -5.43162 2.49090
H: 0.46207 -2.99952 2.46260
H: 1.01497 -2.94872 -1.60660
H: 0.77247 -5.40072 -1.75550

=====

No. 2
Below is a structure of composition C42H43Br2LaN10O2P in a non-equilibrium geometry, with properties calculated with ωB97M-V with the def2-TZVPD basis set.

**Total charge**: +1
**Highest occupied orbital energy (spin up / spin down)**: -8.485 / -8.486 eV

Geometry (Å):
La: 0.20842 0.79237 0.08726
C: 1.96477 1.21581 -4.95481
C: 1.86781 2.14344 -3.76916
N: 1.95247 0.39753 -1.94035
C: 2.02467 -0.77717 -2.57541
C: 2.36209 -0.92418 -3.97257
N: 2.31449 -0.00824 -4.94103
C: 1.62591 -2.00089 -1.89114
C: 1.94586 -3.27726 -2.34062
C: 1.40291 -4.41124 -1.66168
C: 0.70184 -4.21034 -0.46017
C: 0.56648 -2.90820 -0.00884
N: 0.87099 -1.80969 -0.75038
C: 0.02543 -2.69923 1.31042
C: -0.69246 -3.64489 2.05983
N: -0.94593 -3.48708 3.34069
C: -0.55284 -2.35114 3.93537
C: 0.05515 -1.35206 3.17562
N: 0.35886 -1.52505 1.87980
C: 1.48146 -5.76534 -2.20546
C: 0.70485 -6.83146 -1.66651
C: 0.76421 -8.07176 -2.30874
N: 1.45985 -8.32228 -3.40883
C: 2.26981 -7.36180 -3.83508
C: 2.29799 -6.07028 -3.30596
H: 1.77913 1.62259 -5.94685
H: 2.36403 3.08989 -4.11243
H: 2.73206 -1.86929 -4.35480
H: 2.75607 -3.37318 -3.09481
H: 0.34147 -5.02781 0.15352
H: -1.10135 -4.61015 1.61476
H: -0.82567 -2.22211 4.97828
H: 0.37870 -0.41933 3.60810
H: 0.02772 -6.72982 -0.82086
H: 0.16785 -8.87947 -1.89252
H: 2.85681 -7.55003 -4.74102
H: 2.92249 -5.29161 -3.72145
C: 2.73566 2.59211 -1.38214
C: 2.64906 1.59897 -2.50926
C: 4.15225 1.31626 -2.75651
C: 4.90967 2.08923 -1.91884
C: 4.05051 2.81483 -1.01706
H: 1.89888 3.10354 -0.91661
H: 0.84771 2.37131 -3.44772
H: 4.56936 0.57057 -3.47139
H: 5.98522 2.19069 -1.95787
H: 4.37395 3.36084 -0.16003
Br: -1.18457 5.32188 3.06990
C: 0.26927 4.18215 3.37869
C: 1.12625 4.49714 4.44469
C: 2.11689 3.60776 4.80333
Br: 2.83684 3.83223 6.52629
C: 2.48774 2.49858 3.95551
C: 3.67343 1.77609 4.07101
C: 3.97594 0.77811 3.15082
C: 3.12442 0.64033 2.04070
N: 1.97693 1.31115 1.88813
C: 1.68240 2.23908 2.83058
C: 0.45873 3.00610 2.62855
O: -0.44391 2.52751 1.81918
H: 0.92156 5.36449 5.05811
H: 4.36686 1.98338 4.90350
H: 4.86195 0.13389 3.21680
H: 3.33142 -0.11641 1.27305
C: -1.79245 2.74786 -3.76112
P: -1.43840 3.45894 -2.13664
C: -0.52897 5.03199 -2.15362
C: -3.10267 3.65638 -1.41445
O: -0.54495 2.41652 -1.34828
H: -2.55980 3.29224 -4.34713
H: -2.16728 1.69474 -3.59488
H: -0.91263 2.74519 -4.43974
H: -1.03465 5.77833 -2.77718
H: 0.50982 4.87329 -2.56179
H: -0.46161 5.34522 -1.10471
H: -3.59662 4.51583 -1.95538
H: -3.05828 3.87705 -0.31470
H: -3.66675 2.70780 -1.58925
C: -4.59222 0.71091 4.12606
C: -3.48932 1.67504 3.71120
N: -2.61096 1.12536 2.66507
C: -2.99205 0.26277 1.68926
N: -2.19169 0.08460 0.63196
C: -2.73135 -0.71168 -0.50089
C: -3.59810 -1.87333 -0.08054
C: -4.66039 -1.40388 0.87708
N: -4.14155 -0.51078 1.93337
C: -5.11000 -0.19737 2.97894
H: -5.48920 1.28335 4.39633
H: -4.27916 0.12166 5.00618
H: -2.83242 1.91717 4.52572
H: -3.87453 2.66326 3.32752
H: -1.74874 1.67404 2.46046
H: -1.88804 -1.02981 -1.13953
H: -3.35208 -0.00835 -1.13338
H: -3.04008 -2.66406 0.39816
H: -4.09985 -2.30962 -1.00005
H: -5.17623 -2.22409 1.41138
H: -5.47528 -0.86406 0.33387
H: -5.43828 -1.16392 3.41051
H: -6.02202 0.23036 2.48657

=====

No. 3
Below is a structure of composition C16H23BrN2Re in a non-equilibrium geometry, with properties calculated with ωB97M-V with the def2-TZVPD basis set.

**Total charge**: +2
**2S+1**: 2
**Highest occupied orbital energy (spin up / spin down)**: -14.493 / -14.500 eV

Geometry (Å):
Re: 0.00000 0.00000 0.00000
Br: -0.85596 -1.11137 2.00180
C: -0.33737 0.33420 3.12134
C: -0.60609 0.23013 4.48853
C: -0.24422 1.26453 5.34766
C: 0.38562 2.40262 4.84226
C: 0.66263 2.52271 3.47064
C: 1.29659 3.66534 2.95311
C: 1.56841 3.77675 1.58817
C: 1.20989 2.74767 0.72455
C: 0.58130 1.61126 1.22752
C: 0.29671 1.47416 2.59455
H: -1.09629 -0.65252 4.89145
H: -0.45221 1.18579 6.41185
H: 0.66020 3.19974 5.53034
H: 1.58465 4.48097 3.61333
H: 2.05936 4.66634 1.20191
H: 1.41501 2.82069 -0.33913
C: 1.39491 -0.31031 -1.98112
N: 0.72177 0.93936 -1.62619
C: 1.66680 2.05346 -1.69460
C: -0.44262 1.20377 -2.48816
C: -1.59145 0.18935 -2.29507
N: -1.79222 -0.20629 -0.89087
C: -2.26684 0.90749 -0.06927
C: -2.73121 -1.32452 -0.80825
H: 1.74897 -0.30584 -3.01849
H: 0.73990 -1.17635 -1.84495
H: 2.25822 -0.47932 -1.32711
H: 2.05773 2.20282 -2.70759
H: 2.51308 1.88454 -1.01924
H: 1.19039 2.98447 -1.36753
H: -0.15442 1.23048 -3.54721
H: -0.84165 2.19831 -2.24925
H: -1.34052 -0.70369 -2.88240
H: -2.51419 0.59722 -2.72815
H: -3.21778 1.31174 -0.43533
H: -1.53801 1.72297 -0.03184
H: -2.41089 0.58388 0.96809
H: -3.72034 -1.06412 -1.20212
H: -2.84877 -1.65470 0.23001
H: -2.35337 -2.18802 -1.36712
H: 1.29884 -1.13170 -0.08317

=====

No. 4
Below is the ion C7H7N2O4P with charge -2 in a non-equilibrium geometry, with properties calculated with ωB97M-V with the def2-TZVPD basis set.

**Total charge**: -2
**Highest occupied orbital energy**: -0.136 eV

Geometry (Å):
C: -1.36877 -2.23817 -1.35147
C: -0.45581 -1.07833 -1.03827
C: -1.20473 0.10040 -0.59083
N: -2.20506 0.65003 -0.57871
C: 0.88184 -1.06499 -1.37678
C: 1.62305 0.15022 -1.46287
C: 1.36153 1.18217 -0.62929
C: 0.28598 1.26128 0.32418
N: 0.10809 0.41294 1.33677
O: 0.68648 -0.70621 1.26837
P: -0.11860 1.44245 2.89307
O: -0.50873 0.41365 3.93298
O: -1.17519 2.37200 2.46363
O: 1.34314 1.97010 3.00565
H: -1.81287 -2.75692 -0.35209
H: -2.34614 -1.81236 -1.86567
H: -0.76583 -2.94269 -1.86214
H: 1.54880 -1.92585 -1.81810
H: 2.41042 0.17316 -2.14693
H: 1.85084 2.26918 -0.69632
H: -0.13845 2.12792 0.54482

=====

No. 5
Below is the molecule C5H12N2 in a non-equilibrium geometry, with properties calculated with ωB97M-V with the def2-TZVPD basis set.

**Highest occupied orbital energy**: -9.102 eV

Geometry (Å):
H: -0.00490 -1.18321 -2.21802
N: 0.64837 -0.41350 -2.14064
C: 0.53275 0.28864 -1.08033
N: 1.30661 1.42245 -1.00142
C: -0.26298 -0.06781 0.16065
C: 0.87552 -0.82189 1.01001
C: -0.80761 1.16297 0.89627
C: -1.38288 -1.05605 -0.14086
H: 1.63561 1.71595 -0.09597
H: 1.98759 1.49889 -1.74314
H: 1.83251 -0.30986 1.08056
H: 0.51073 -0.89647 2.03387
H: 1.02882 -1.82053 0.61639
H: -1.89248 1.20871 0.78844
H: -0.57384 1.11711 1.96024
H: -0.41802 2.09615 0.49698
H: -1.03390 -1.95755 -0.64310
H: -1.83991 -1.39178 0.78936
H: -2.14200 -0.59221 -0.76930

=====

No. 6
Below is the molecule CH3NO2S in a non-equilibrium geometry, with properties calculated with ωB97M-V with the def2-TZVPD basis set.

**Highest occupied orbital energy (spin up / spin down)**: -11.459 / -10.762 eV

Geometry (Å):
C: -0.27939 0.96354 -0.28880
N: -0.75120 -1.63786 0.35641
O: -0.86378 -0.90749 -2.07643
O: -2.63534 -0.28901 -0.41383
S: -1.25330 -0.55436 -0.73862
H: -0.36353 1.61153 0.57893
H: 0.66990 0.86424 -0.56342
H: -0.46944 -2.45519 -0.12105

=====

No. 7
Below is a cluster of 12 separate species, C41H67N8O21S4 in total in a non-equilibrium geometry, with properties calculated with ωB97M-V with the def2-TZVPD basis set.

**Total charge**: +2
**2S+1**: 2
**Highest occupied orbital energy**: -12.417 eV

Geometry (Å):
C: 23.14825 12.86368 14.47024
N: 21.91456 12.06953 14.44496
C: 21.63038 11.13357 13.43571
C: 20.41509 10.42100 13.49593
C: 19.47799 10.61915 14.42728
C: 19.82852 11.57033 15.45492
C: 21.02322 12.27731 15.48192
C: 18.24655 9.80138 14.45325
C: 18.23034 8.41602 14.05352
C: 17.15690 7.62387 14.01897
N: 15.99308 8.11185 14.46256
C: 15.87137 9.40677 14.87293
C: 17.05758 10.21303 14.86125
C: 14.83092 7.25511 14.62902
H: 23.73419 12.42766 13.66113
H: 23.70611 12.67807 15.38809
H: 23.01167 13.90484 14.17794
H: 22.35907 11.01540 12.64739
H: 20.39766 9.75306 12.64743
H: 19.13316 11.82480 16.24113
H: 21.27178 13.05509 16.18879
H: 19.12147 7.91154 13.71032
H: 17.12924 6.57605 13.75874
H: 14.83880 9.67080 15.04757
H: 17.01354 11.21809 15.25408
H: 15.09476 6.23899 14.33580
H: 14.08047 7.72059 13.99008
H: 14.62656 7.31660 15.69792
C: 11.45208 12.01418 15.18065
C: 12.13199 10.75644 15.85370
C: 11.49953 10.52674 17.28073
O: 12.07158 9.60924 15.04204
H: 12.02196 12.32974 14.30672
H: 11.36593 12.95655 15.72159
H: 10.49592 11.77259 14.71642
H: 13.16437 11.06451 16.01917
H: 12.00670 9.67661 17.73698
H: 10.45391 10.23288 17.37261
H: 11.67614 11.44630 17.83868
O: 7.50129 13.82585 19.04834
C: 7.51726 12.84911 18.34783
N: 6.47655 12.11086 18.05608
C: 8.82074 12.43739 17.77840
H: 5.61717 12.54959 18.35454
H: 6.55298 11.12732 17.83950
H: 9.54230 13.25417 17.76032
H: 8.80541 12.00726 16.77698
H: 9.22814 11.64761 18.40957
O: 9.89533 13.30316 11.03215
C: 10.63674 14.15617 11.50154
N: 10.17666 15.19022 12.09230
C: 12.15007 13.95709 11.53702
H: 10.84061 15.77556 12.57878
H: 9.17740 15.33579 12.11217
H: 12.64941 14.88638 11.26284
H: 12.42834 13.19966 10.80424
H: 12.52063 13.72579 12.53566
O: 9.80582 5.66862 16.78089
C: 10.57082 6.67643 16.58598
N: 10.44909 7.43122 15.44912
C: 11.71947 7.02173 17.52680
H: 9.70244 7.26643 14.78923
H: 11.02337 8.25763 15.36338
H: 11.12476 7.38454 18.36513
H: 12.47573 7.65573 17.06398
H: 12.24705 6.08329 17.69733
O: 12.94224 16.73891 13.21678
C: 13.70942 16.40811 14.10810
N: 14.98642 16.89564 14.22189
C: 13.37027 15.66240 15.37008
H: 15.33079 17.48614 13.47837
H: 15.67386 16.56369 14.88320
H: 12.99510 14.64798 15.23484
H: 12.52513 16.16971 15.83535
H: 14.13222 15.44056 16.11729
N: 11.69554 14.62740 21.78966
C: 11.32725 13.34791 21.46104
C: 11.67358 12.87063 20.17103
C: 12.45630 13.68130 19.23549
C: 12.67322 15.00640 19.58115
C: 12.20058 15.40335 20.84002
H: 10.71318 12.68293 22.05021
H: 11.29908 11.89265 19.90700
H: 12.83200 13.29656 18.29889
H: 13.16445 15.65066 18.86700
H: 12.27998 16.42451 21.18255
N: 12.37776 8.90331 10.80228
C: 13.26272 8.35469 10.01164
C: 14.64462 8.60836 10.12787
C: 15.07469 9.54044 11.17771
C: 14.05132 10.12569 12.00586
C: 12.73885 9.74240 11.76391
H: 12.86875 7.68929 9.25770
H: 15.32328 8.04646 9.50329
H: 16.12326 9.76020 11.31411
H: 14.33036 10.85179 12.75507
H: 12.04812 10.09925 12.51355
C: 8.96845 16.86727 15.38071
C: 9.08671 15.35578 15.55340
O: 8.10811 14.79732 14.75418
S: 7.07225 15.80357 13.95247
O: 5.76359 15.71160 14.60116
O: 7.21044 15.42561 12.58801
O: 7.92947 17.15745 14.41421
H: 9.95074 17.18597 15.03196
H: 8.80597 17.38486 16.32612
H: 8.73733 15.15676 16.56653
H: 10.03041 14.88618 15.27590
C: 8.78569 9.41556 10.91718
C: 9.06659 9.18962 12.40670
O: 7.97400 8.42094 12.86511
S: 7.32971 7.43273 11.68481
O: 5.89683 7.45982 11.98110
O: 8.09123 6.20028 11.39869
O: 7.74036 8.50923 10.51425
H: 9.65330 9.01193 10.39522
H: 8.65253 10.43527 10.55584
H: 9.12570 10.13147 12.95215
H: 10.08003 8.80956 12.53552
C: 13.97922 7.25797 22.30196
C: 12.77028 6.65783 21.57357
O: 12.58864 7.37835 20.35116
S: 14.03550 8.18511 19.93559
O: 13.75759 9.59034 19.67098
O: 14.71897 7.48518 18.89349
O: 14.73348 7.84615 21.34149
H: 14.63639 6.48336 22.69720
H: 13.76781 8.00735 23.06474
H: 11.93034 6.72369 22.26513
H: 13.01902 5.63141 21.30396
C: 9.34997 7.83754 20.36575
C: 9.37456 9.18969 19.68858
O: 8.53751 9.93570 20.57961
S: 8.79936 9.60950 22.12115
O: 7.54486 9.59189 22.91251
O: 10.01019 10.30856 22.65233
O: 9.10824 8.03997 21.71786
H: 10.08673 7.06851 20.13362
H: 8.46569 7.26920 20.07739
H: 9.01101 9.29345 18.66625
H: 10.37400 9.60298 19.82428

=====

Per-record molar mass, g mol⁻¹: 689.5 1049.6 509.5 214.1 100.2 93.1 1136.3
Per-record energy, Ha: -3462.80459 -7845.23658 -3384.48010 -1022.66320 -307.22165 -643.14529 -5212.45614